# 1
Computed, not measured: a 3-piece molecular cluster, C4H8FNO overall at a distorted geometry, with the ωB97M-V functional and the def2-TZVPD basis.

- Total energy: -386.8167 Eh
- Energy relative to the best compared isomer or geometry (same formula, charge and spin): 645.1 kJ/mol

Positions of all 15 atoms, in Å:
H1 -2.371 -1.260 -0.306
C1 -2.508 -0.235 0.191
H2 2.139 -2.329 -0.662
H3 2.510 1.606 1.755
H4 0.388 -2.514 -0.879
H5 -1.124 0.494 -1.384
C2 -1.484 0.592 -0.409
C3 1.226 -1.805 -0.564
H6 2.837 2.146 0.105
H7 -3.430 0.223 0.244
C4 1.149 -0.537 -0.291
H8 -2.241 -0.118 1.223
F1 -1.234 1.781 0.140
O1 1.294 0.603 0.009
N1 2.850 1.354 0.828


# 2
Computed, not measured: the molecule C4H8FNS at a distorted geometry, with the ωB97M-V functional and the def2-TZVPD basis.

- SMILES: CN(C=S)CCF
- Total energy: -709.9891 Eh
- Energy relative to the best compared isomer or geometry (same formula, charge and spin): 0.2 kJ/mol

Positions of all 15 atoms, in Å:
H1 -0.260 -1.971 -1.581
H2 0.809 0.048 1.586
C1 0.771 0.352 0.549
H3 1.081 -2.361 -0.548
H4 2.678 -0.333 -0.164
C2 2.134 0.603 -0.007
F1 2.033 1.128 -1.332
C3 -1.435 -0.604 0.112
H5 -1.919 -1.319 -0.536
H6 0.268 1.322 0.533
H7 2.757 1.284 0.653
N1 -0.072 -0.573 -0.168
C4 0.567 -1.534 -1.023
S1 -2.292 0.329 1.075
H8 1.233 -0.974 -1.762


# 3
Computed, not measured: an isolated ion of composition C4H8IN2 and charge +1 at a distorted geometry, with the ωB97M-V functional and the def2-TZVPD basis.

- SMILES: CN1C[C@]12[NH2+][C@H]2I
- Total energy: -564.0342 Eh
- Energy relative to the best compared isomer or geometry (same formula, charge and spin): 381.6 kJ/mol
- Charge: +1

Positions of all 15 atoms, in Å:
C1 -0.657 -0.239 0.313
H1 0.107 0.368 2.376
H2 0.508 1.261 -1.301
H3 -1.499 -0.841 -1.739
C2 -1.702 -0.550 -0.572
C3 1.262 0.810 -0.752
H4 1.867 1.695 -0.385
N1 -1.264 -1.611 0.354
H5 -0.839 1.615 1.329
I1 -3.728 0.147 -0.276
N2 0.700 0.058 0.324
H6 -0.686 -2.383 -0.003
H7 1.817 0.093 -1.387
C4 -0.275 0.666 1.377
H8 -2.041 -1.693 1.014


# 4
Computed, not measured: an isolated ion of composition C4H8IN2 and charge +1 at a distorted geometry, with the ωB97M-V functional and the def2-TZVPD basis.

- SMILES: C[C@@H]1C[NH+]=CN1I
- Total energy: -564.0582 Eh
- Energy relative to the best compared isomer or geometry (same formula, charge and spin): 318.6 kJ/mol
- Charge: +1

Positions of all 15 atoms, in Å:
C1 -0.078 -0.556 -0.509
C2 -0.482 1.759 0.352
N1 0.805 1.478 0.240
H1 1.446 0.562 -1.613
C3 1.197 0.356 -0.523
H2 2.045 -0.148 -0.049
C4 -0.215 -1.600 0.556
H3 -0.963 -2.357 0.259
I1 -3.042 -0.227 -0.007
H4 -0.925 2.655 0.577
H5 -0.609 -1.104 1.487
H6 -0.329 -1.093 -1.504
N2 -1.175 0.439 -0.561
H7 1.606 2.026 0.505
H8 0.717 -2.191 0.791


# 5
Computed, not measured: an isolated ion of composition C4H8IN2O and charge +1 at a distorted geometry, with the ωB97M-V functional and the def2-TZVPD basis.

- SMILES: C[N@H+]1CC(=O)N(I)C1
- Total energy: -639.3494 Eh
- Energy relative to the best compared isomer or geometry (same formula, charge and spin): 101.7 kJ/mol
- Charge: +1

Positions of all 16 atoms, in Å:
H1 -1.524 1.373 -0.866
H2 0.925 1.764 -0.137
C1 -1.679 0.935 0.097
N1 -0.403 0.235 0.483
O1 1.690 -2.517 -0.039
C2 -0.417 -1.225 0.199
H3 0.326 0.769 -1.488
H4 -1.805 1.773 0.725
C3 0.684 0.738 -0.466
H5 -2.508 0.360 -0.106
H6 -0.050 0.294 1.437
C4 1.216 -1.468 -0.023
I1 3.610 0.398 0.252
H7 -0.963 -1.736 0.975
H8 -0.836 -1.495 -0.759
N2 1.734 -0.198 -0.284


# 6
Computed, not measured: a 2-piece molecular cluster, C4H8IN2O2 overall at a distorted geometry, with the ωB97M-V functional and the def2-TZVPD basis.

- 2S+1: 3
- Expectation value of S²: 2.015
- Total energy: -714.3196 Eh
- Charge: +1

Positions of all 17 atoms, in Å:
H1 0.403 1.048 1.080
N1 3.004 -2.420 -0.161
O1 3.989 -1.793 -0.442
C1 1.813 -1.572 0.382
H2 0.324 -3.059 0.225
N2 0.234 1.075 0.145
H3 1.061 3.056 -0.328
C2 1.889 -0.282 0.123
H4 -0.260 2.467 -1.346
H5 -0.072 -1.896 1.437
H6 1.326 -3.109 1.541
O2 2.700 -3.568 -0.264
C3 0.758 -2.387 0.960
I1 3.484 0.950 -0.024
C4 0.605 2.158 -0.774
H7 1.293 1.669 -1.458
H8 -0.462 0.453 -0.256


# 7
Computed, not measured: C4H8MgO4 as an isolated structure at a distorted geometry, with the ωB97M-V functional and the def2-TZVPD basis.

- 2S+1: 2
- Expectation value of S²: 0.760
- Total energy: -658.2649 Eh
- Charge: -1

Positions of all 17 atoms, in Å:
H1 -8.306 -1.651 -8.799
H2 -11.180 3.587 -12.438
H3 -11.933 1.186 -13.437
O1 -10.539 0.155 -12.462
H4 -12.246 2.607 -11.623
C1 -10.186 -0.782 -8.186
C2 -8.724 -0.647 -8.730
H5 -10.233 1.807 -13.720
O2 -8.509 0.204 -9.863
H6 -8.010 -0.332 -7.970
H7 -10.360 -0.211 -7.274
O3 -10.507 2.579 -10.736
C3 -11.217 2.597 -11.983
H8 -10.457 -1.782 -7.848
C4 -10.945 1.376 -13.016
Mg1 -10.324 0.566 -10.592
O4 -11.240 -0.442 -9.110


# 8
Computed, not measured: a 2-piece molecular cluster, C4H8N overall at a distorted geometry, with the ωB97M-V functional and the def2-TZVPD basis.

- Total energy: -211.4836 Eh
- Energy relative to the best compared isomer or geometry (same formula, charge and spin): 492.2 kJ/mol
- Charge: +1

Positions of all 13 atoms, in Å:
H1 -3.417 1.093 -0.882
H2 2.787 1.120 -0.379
C1 -2.441 0.763 -0.516
H3 0.942 -2.108 0.198
H4 0.475 0.280 0.853
N1 -0.029 -1.773 0.118
C2 1.826 1.562 -0.083
C3 -1.536 0.162 -0.010
C4 -0.368 -0.346 0.515
H5 -0.550 -2.056 -0.772
H6 1.534 1.715 0.900
H7 -0.418 -2.315 0.937
H8 1.194 1.902 -0.880


Q: Among the records above, which one has the lowest total energy?
A: C4H8IN2O2


Q: Among the records above, which one has the lowest total energy?
A: C4H8IN2O2